# C3H12N2O

A 2-piece molecular cluster, C3H12N2O overall at a distorted geometry (ωB97M-V/def2-TZVPD, OMol25).

ORCA input file:
```
! wB97M-V def2-TZVPD RIJCOSX def2/J DEFGRID3
* xyz 1 2
N -1.761 -0.707 -1.411
C -0.573 -0.343 -0.695
C 0.645 -0.911 -1.427
C -0.699 -0.857 0.844
N -0.239 0.191 1.738
H -2.540 -0.302 -0.888
H -1.868 -0.265 -2.334
H -0.613 0.740 -0.476
H 1.455 -0.936 -0.712
H 0.988 -0.119 -2.100
H 0.391 -1.866 -1.852
H -1.728 -1.152 1.067
H -0.046 -1.717 0.955
H -1.035 0.823 1.790
H -0.098 -0.125 2.693
H 1.806 2.437 0.801
H 3.174 2.902 1.261
O 2.740 2.209 0.746
*
```

* ΔE to the lowest compared entry with this formula, charge and spin: 1.3525 eV
* expectation value of S²: 0.755
* molar mass: 92.14 Da
* gap between HOMO and LUMO (alpha / beta): 10.593 / 4.925 eV
* energy: -305.8830 hartree

Mulliken atomic charge list, values in e, 4 entries:
1 N -0.274
2 C 0.608
3 C -1.393
4 C -0.785